ORCA calculation (ωB97M-V/def2-TZVPD) on a 3-piece molecular cluster, C3H14N2O2 overall.

Last column: Löwdin charge in e.
CARTESIAN COORDINATES (ANGSTROEM)
H (-1.95389, -1.95396, 2.34775)  0.068
H (-0.26975, -1.41927, -0.54252)  0.104
N (-0.62110, -0.57730, 1.35825)  -0.113
H (-1.12843, 2.66604, -2.15784)  0.009
H (1.51050, 0.25311, -2.09683)  0.092
C (-1.64561, -1.67684, 1.34895)  -0.122
H (1.27359, -1.24376, 2.89975)  0.009
O (2.08530, -1.76419, 2.94781)  -0.068
H (-2.55558, -1.45653, 0.77654)  0.079
C (0.09990, -0.58566, 0.05723)  -0.245
H (-1.25284, 0.21576, 1.41083)  0.085
O (-0.72863, 3.02296, -2.97237)  -0.098
H (2.36584, -1.95510, 2.05077)  0.016
H (-0.21602, 2.17220, -3.01990)  0.001
N (0.66172, 0.80353, -1.95685)  -0.027
C (0.12586, 0.78367, -0.62329)  -0.288
H (-0.88439, 1.16864, -0.54353)  0.097
H (0.63067, 1.53647, 0.05690)  0.144
H (1.18502, -0.76796, 0.20267)  0.103
H (0.12942, 0.40582, -2.72544)  0.085
H (-1.17887, -2.54331, 0.88209)  0.069

Calculated total energy (eV): -10411.98150
Charge: 0
2S+1: 1
HOMO (eV): -9.62
LUMO energy (Eh): 0.021
ΔE to the lowest compared entry with this formula, charge and spin (eV): 1.810
SMILES string: CNCCN.O.O


ORCA calculation (ωB97M-V/def2-TZVPD) on a 3-piece molecular cluster, C5H17NO2 overall.

Last column: Mulliken spin population.
CARTESIAN COORDINATES (ANGSTROEM)
H (-1.90582, 1.92038, 2.24758)  -0.043
H (-1.85823, 1.30580, -1.37853)  -0.069
H (1.48545, 1.70684, 2.71317)  -0.045
O (1.08850, 1.35345, 3.51073)  0.450
H (1.08388, -2.21164, 0.16137)  -0.300
H (0.73577, -0.24555, -2.83497)  0.075
H (-0.51201, 2.31680, -0.89124)  -0.100
H (-1.40864, -1.39562, -1.33795)  -0.100
C (-0.36063, -1.15506, -1.13781)  -0.907
H (-1.18849, -0.01318, 0.36615)  0.000
C (-0.38077, 0.18755, -0.33494)  1.060
O (-1.24531, 2.52765, 2.57645)  0.271
C (0.52638, -1.21237, -2.38501)  0.229
H (-0.41070, 1.26168, -2.26746)  0.007
N (0.82723, 0.51505, 0.39088)  -0.542
C (-0.77560, 1.33114, -1.24488)  0.247
C (0.06130, -2.29940, -0.20685)  1.491
H (-0.60136, 1.96860, 3.06399)  -0.006
H (-0.53069, -2.30617, 0.72301)  0.019
H (1.38354, 0.44141, 3.63913)  -0.180
H (1.48058, -1.71388, -2.27925)  -0.092
H (-0.07152, -1.71230, -3.15948)  -0.008
H (1.49347, 1.02565, -0.16955)  -0.292
H (-0.14008, -3.29177, -0.59578)  -0.247
H (1.22375, -0.30508, 0.83122)  0.077

Calculated total energy (eV): -11044.75011
Charge: -1
2S+1: 2
HOMO (alpha / beta) (eV): 0.94 / -5.56
LUMO energy (alpha / beta) (Eh): 0.135 / 0.129
ΔE to the lowest compared entry with this formula, charge and spin (eV): 0.494


ORCA calculation (ωB97M-V/def2-TZVPD) on the molecule C18H25N3O2.

Last column: Löwdin charge in e.
CARTESIAN COORDINATES (ANGSTROEM)
H (-1.29965, 1.35597, 0.73525)  0.117
C (-0.34215, -0.13330, 1.98009)  -0.131
H (0.08837, 2.39018, 5.02557)  0.119
N (-0.44655, -2.27501, -1.51308)  0.000
H (-0.34598, -6.05840, -3.37469)  0.113
C (-0.08045, -3.59297, -1.96426)  -0.248
C (-1.32036, -4.43939, -2.32680)  -0.125
H (-1.59958, -5.11749, -1.52212)  0.113
C (-0.31562, -1.75884, -0.24823)  -0.150
H (1.25862, 4.54163, 4.68119)  0.115
C (-0.86127, 0.37295, 0.79952)  0.041
C (0.86633, 4.76245, 2.58779)  -0.229
C (-0.07905, 2.95834, 4.10618)  -0.174
N (-1.27531, -0.20049, -1.60087)  0.123
H (1.64333, 5.54096, 2.52487)  0.124
H (0.57270, -3.27583, 1.01146)  0.105
C (0.18272, -2.27107, 0.94109)  -0.001
H (1.41910, 5.46961, 0.12319)  0.121
O (-0.30739, 0.16346, 4.34623)  0.055
H (0.51754, -4.60321, -5.14284)  0.108
H (0.02171, 2.91415, -0.85221)  0.060
C (-0.07870, -4.15426, -4.35044)  -0.193
H (1.99922, 3.29616, 3.65981)  0.123
C (0.15727, -1.44326, 2.04128)  -0.020
H (0.52522, -1.79051, 2.99476)  0.115
H (-0.99573, 3.55090, 4.22576)  0.123
N (-0.25433, 2.00631, 3.03786)  0.069
H (1.67709, -4.17169, -3.09557)  0.114
H (0.63192, 4.22433, -1.87154)  0.076
H (-1.81147, -5.48510, -4.18214)  0.109
H (-1.25058, -1.41829, -3.29880)  0.129
C (-1.02723, -1.29050, -2.25697)  -0.144
C (-0.29785, 0.67134, 3.23823)  -0.454
C (1.09915, 3.89077, 3.82095)  -0.146
H (-0.11074, 5.26753, 2.65780)  0.128
C (-0.93936, -5.17357, -3.61011)  -0.192
H (-0.32313, 5.13079, 0.26016)  0.123
H (0.47403, -4.05744, -1.14504)  0.142
H (1.11631, -2.54277, -3.46833)  0.113
H (-2.16430, -3.77355, -2.51577)  0.116
C (0.78882, -3.55683, -3.24197)  -0.128
H (-0.06948, 2.36984, 2.11321)  0.103
O (0.90928, 3.95866, 1.42837)  -0.188
C (-0.84293, -0.44590, -0.32101)  -0.226
C (0.77521, 3.69275, -0.93524)  -0.060
H (1.75482, 3.22263, -0.93765)  0.080
C (0.67483, 4.66466, 0.22954)  -0.277
H (-0.71441, -3.38671, -4.79450)  0.106

Calculated total energy (eV): -27638.13599
Charge: 0
2S+1: 1
HOMO (eV): -8.49
LUMO energy (Eh): 0.029
ΔE to the lowest compared entry with this formula, charge and spin (eV): 1.163
SMILES string: CCOCCCNC(=O)c1ccc2c(c1)ncn2C1CCCC1


ORCA calculation (ωB97M-V/def2-TZVPD) on C5H14NO2 as an isolated structure.

Last column: Löwdin charge in e.
CARTESIAN COORDINATES (ANGSTROEM)
H (2.22563, -0.38347, 1.61964)  0.147
H (-0.46339, 1.14240, 1.37463)  0.178
C (-1.49808, -0.20061, -0.68926)  -0.187
C (-0.29734, -0.51368, 0.14051)  -0.205
C (0.39963, 0.67697, 0.84277)  -0.380
H (1.09755, 0.25022, -3.16721)  0.109
H (-1.20104, -1.99679, -1.95371)  0.171
H (0.49393, -1.13767, -0.36343)  0.146
H (1.46599, 0.71896, 2.77990)  0.128
H (1.66527, 2.17928, -0.06151)  0.135
H (-2.45154, -0.66397, -0.19508)  0.209
H (-2.54649, -0.77860, -2.50766)  0.126
H (-0.60617, -1.14819, 0.99934)  0.124
H (-0.64461, -0.36963, -2.56683)  0.041
H (0.92289, -0.99541, 2.59562)  -0.021
O (0.50074, 0.20477, -2.39733)  -0.034
C (-1.53073, -0.87010, -2.07335)  0.043
H (-1.49977, 0.91352, -0.82082)  0.155
H (1.00442, 1.01984, -1.09845)  0.060
C (1.25950, 0.02315, 1.95784)  -0.006
N (0.90726, 1.50236, -0.17320)  0.170
O (-0.03305, -0.81926, 2.94253)  -0.112

Calculated total energy (eV): -10979.38618
Charge: +1
2S+1: 1
HOMO (eV): -13.90
LUMO energy (Eh): -0.336
ΔE to the lowest compared entry with this formula, charge and spin (eV): 12.418


Which formula does entry 3 have? C18H25N3O2


Which of these has the lowest calculated total energy? C18H25N3O2


The lowest calculated total energy belongs to which entry? C18H25N3O2